The following is a DFT calculation (ωB97M-V/def2-TZVPD) of a molecular structure, C54H46AsBrF3IN8O2Zr in a non-equilibrium geometry.

Each line ends with the Mulliken charge.
CARTESIAN COORDINATES (ANGSTROEM)
1 H 5.12814 0.47632 -0.50844  1.026
2 C -2.56971 5.25232 -3.45379  -0.792
3 C -1.19435 2.99427 2.86320  -0.852
4 C -2.03623 -3.26413 -3.52322  0.316
5 H -0.70623 0.33991 3.40314  -0.033
6 H -2.43771 5.56594 -5.57665  0.359
7 H 5.94671 -0.98037 -1.68934  0.525
8 C 3.82456 1.88023 0.41809  0.547
9 C -2.02206 4.60021 -2.35936  -0.374
10 H 4.27525 2.94078 4.84919  0.380
11 F -1.03175 0.59259 -2.49879  0.226
12 N 3.48864 -0.69136 0.08592  1.322
13 H -3.42337 5.90835 -3.32127  0.390
14 H -3.62965 1.29250 3.39488  0.450
15 C 4.33075 -1.46815 4.48911  -1.054
16 H -2.13668 3.16247 3.40067  0.567
17 H -5.63076 -0.26692 0.74433  0.596
18 H 6.83369 -0.98714 -3.94728  0.406
19 N -2.47961 -3.33541 -1.15211  -0.575
20 H -4.50644 -4.73999 0.30634  0.591
21 C -1.71447 -2.89380 -2.13595  0.245
22 C 4.29132 -1.25717 3.13723  -0.630
23 C 5.26637 -0.87546 -2.52785  -0.529
24 H -4.94530 0.07148 -0.87639  0.388
25 C -1.25568 -2.64516 -5.71321  -0.384
26 H -2.96843 -0.34247 3.19597  -0.223
27 C 4.90826 -0.80568 -4.94123  -0.713
28 C 2.55793 -0.94297 1.19553  -0.256
29 F -2.71862 -0.53104 -1.67879  0.240
30 C 3.13834 -1.57658 5.25751  -1.101
31 C 3.99400 2.42339 2.77894  -0.933
32 C -1.33841 -2.12666 1.94049  -0.039
33 H -0.49325 4.05930 -5.84679  0.412
34 H 5.05762 2.47174 2.55355  0.381
35 H -4.49846 -4.41496 4.60113  0.439
36 C -3.97213 2.53136 0.71780  -1.261
37 H 4.11598 -1.49576 0.11686  0.696
38 C -2.50252 -2.90896 2.35479  0.008
39 H 5.22298 -1.22192 2.58418  0.449
40 C 3.01438 -0.70679 -3.48917  0.782
41 C -4.08347 -4.12001 3.64267  -0.879
42 C 3.16493 2.35264 -0.87780  -1.525
43 C -0.92037 3.76066 -2.49276  -0.068
44 C -4.74956 -0.34027 0.10516  -1.126
45 C 4.43306 0.49738 0.32054  -1.897
46 C -2.98843 -4.13115 -4.03703  -0.157
47 C -0.16468 2.39345 3.80747  0.339
48 H 3.21196 -1.72386 6.32889  0.418
49 F -2.96136 1.60656 -1.88749  0.097
50 H -4.50149 2.60314 -0.22523  0.419
51 C 2.97951 -0.71441 -1.27852  -1.592
52 C 5.76290 -0.89378 -3.79828  -1.021
53 C -4.11208 -4.31979 1.22610  -0.051
54 O 0.86935 1.52322 1.08483  2.076
55 C -1.19539 -2.54000 -4.33622  0.135
56 H -1.58261 1.05934 4.77741  0.499
57 C -3.71358 0.36332 2.83906  -0.771
58 H 5.35101 -0.81385 -5.92991  0.433
59 H 2.29626 1.77513 -1.15310  -0.716
60 H -4.43304 -1.37350 0.01883  0.107
61 As -3.43490 0.72331 0.98407  1.282
62 C -0.61464 1.00549 4.26339  -1.535
63 H 4.96288 0.27086 1.23678  0.474
64 C 3.57148 2.69970 4.06150  -1.337
65 C 1.71760 1.98587 1.99990  -0.160
66 H -4.61088 2.81944 1.54970  0.563
67 N -0.67106 -2.04208 -2.08324  -0.152
68 Br 1.11974 2.47177 -4.08870  -0.079
69 C -0.38188 3.57934 -3.76332  0.673
70 H 0.99754 -1.63962 5.23245  0.548
71 C -0.29789 -1.80015 -3.44336  0.095
72 C -3.00109 -3.25355 3.60380  0.061
73 H -2.45355 4.74602 -1.37319  0.362
74 H 2.85248 3.39224 -0.78152  0.529
75 H -0.58636 -2.07097 -6.34491  0.555
76 C -0.92952 4.22043 -4.86897  -0.676
77 C 3.02268 -1.13754 2.50744  0.827
78 C -3.04207 -3.43671 1.19907  0.127
79 N -1.25426 -2.12419 0.51972  0.169
80 C -2.02137 5.06066 -4.71228  -0.534
81 C 1.27552 2.37001 3.30726  0.418
82 H -2.28664 -3.61643 -7.31848  0.410
83 H 3.88359 2.28496 -1.70236  0.516
84 H 0.11233 0.56415 4.95220  0.494
85 I -0.14980 2.88763 -0.72877  0.306
86 H -5.47823 -5.32810 2.53336  0.417
87 H 1.83708 2.95031 5.28147  0.391
88 C 1.69745 -0.73192 -3.02288  -1.862
89 H -2.54824 -2.86341 4.50947  0.566
90 H -3.79295 -4.91026 -5.86710  0.400
91 C -3.06436 -4.24371 -5.41810  -0.699
92 Zr -0.33053 -0.33507 -0.52649  -0.675
93 C 1.91152 -1.52039 4.66008  -0.390
94 C -2.58450 0.54349 -2.67008  -1.540
95 O -1.78887 0.52164 0.61289  0.264
96 H -1.37355 2.31152 2.03879  -0.933
97 N -0.46415 -1.70900 2.74846  -0.020
98 H 2.88815 -0.69014 -5.65627  0.522
99 C 2.20714 2.69471 4.29034  -0.909
100 H -3.63994 -4.69162 -3.37667  0.567
101 C -2.20755 -3.50565 -6.24352  -0.646
102 C -2.22632 -2.94680 0.07782  -0.011
103 C 3.55329 -0.73332 -4.79879  -0.717
104 H -3.08049 3.14842 0.68750  0.148
105 C 1.85065 -1.30703 3.26691  0.271
106 H -4.71020 -0.06048 2.94991  0.574
107 H 5.29061 -1.56495 4.98347  0.418
108 N 1.67835 -0.68782 -1.64088  0.900
109 H -0.14032 3.02701 4.69406  0.820
110 C -4.63883 -4.64683 2.46644  -0.766
111 C 0.77700 -1.29554 2.36539  -0.658
112 H -0.86275 3.94905 2.44912  0.510
113 H 4.72565 2.48819 0.50420  0.988
114 C 3.85301 -0.75133 -2.35441  1.553
115 C 3.11263 2.09552 1.74807  0.071
116 N 1.23362 -1.06913 1.07882  -0.078
117 N 0.68960 -1.14656 -3.86335  -0.125

Atoms 1-2, force components in eV/Å:
H 0.06 -0.11 -0.12
C -0.05 0.02 0.10

Calculated values
2S+1: 1
Total energy, Eh: -8128.117322
E_HOMO, eV: -6.56
HOMO-LUMO gap, eV: 5.44
M, g/mol: 1269.0
LUMO level, eV: -1.117
Charge: 0

The following is a DFT calculation (ωB97M-V/def2-TZVPD) of a molecular structure, C54H46AsF6N2O4PSSiSn in a non-equilibrium geometry.

Each line ends with the Mulliken charge.
CARTESIAN COORDINATES (ANGSTROEM)
1 N -1.78512 0.88440 1.73415  0.844
2 H -0.90086 1.41151 1.66812  -0.392
3 H 1.84227 -3.84822 -3.74374  0.465
4 P -1.45163 -2.02039 5.40902  1.370
5 O 1.93756 3.70880 -4.80088  -0.756
6 As 2.88329 0.55235 2.23992  1.227
7 C 4.45478 4.85188 3.49863  -0.725
8 C -1.03741 -2.10919 -3.40475  0.978
9 H -1.47309 5.41705 -2.32133  0.292
10 C -1.89031 -4.60099 0.96742  -0.883
11 C -4.13227 -2.29199 -4.69250  -0.347
12 C 5.46440 -1.83561 4.48532  -0.653
13 C -6.53457 -2.07227 -3.39150  -0.853
14 C 1.54069 2.65702 -1.47973  -1.664
15 C -6.53334 -2.24963 -4.74653  -0.424
16 C 3.59088 2.28966 2.87477  0.225
17 C -3.27806 2.78390 1.11647  0.189
18 C 2.77749 -1.33436 4.37844  -0.561
19 C -4.95851 3.50685 2.76101  -0.627
20 C 2.64924 3.28478 3.11190  -0.171
21 H 4.45119 -1.83412 -1.88465  0.277
22 C 4.65214 -2.31172 5.47280  -0.461
23 C -1.73506 -3.54570 0.10318  0.252
24 C -3.52679 1.71530 3.26868  -0.422
25 H -1.08546 3.32966 -3.79647  0.161
26 C 4.97967 -1.04441 3.45560  -0.328
27 H 0.19902 -1.32309 -0.34797  0.422
28 C 0.83154 1.84699 -0.57793  1.338
29 C 3.09262 4.54504 3.41687  -0.607
30 H -7.52712 -2.01960 -2.93292  0.338
31 N -0.19213 -0.36919 -0.12795  0.946
32 H 5.03539 -2.99914 6.22999  0.321
33 H -1.61681 -0.43923 -4.70268  0.367
34 C 4.57686 1.52133 -1.44564  -1.133
35 H -2.87877 -6.53461 1.35852  0.350
36 H -3.16192 0.95200 3.98306  0.407
37 H 0.34797 2.20285 0.32797  -0.132
38 H 2.15943 0.46656 -3.97656  0.499
39 C -2.33649 4.24391 -0.75489  -0.451
40 H -7.45859 -2.29343 -5.31078  0.386
41 H 6.44143 4.08220 3.09027  0.306
42 F 0.09122 -2.47687 5.31953  -0.372
43 C 3.96164 -0.83654 -0.05551  -0.566
44 H 1.69761 -1.11743 4.33747  0.398
45 H -3.98423 -4.53849 -2.24638  0.402
46 H -0.98227 -2.83104 0.39110  0.408
47 C -3.43767 -5.66220 -0.54253  -0.688
48 F -2.99488 -1.61340 5.55623  -0.393
49 H -0.18824 -3.80125 -2.39223  0.325
50 C -2.10100 2.00386 -2.36862  -0.117
51 H 0.37478 -0.55274 -6.08370  0.316
52 H 0.99339 -0.91606 -2.52929  0.557
53 C 0.25484 -1.26648 -5.27647  -0.788
54 H 5.67902 -0.58993 2.72543  0.215
55 H -2.42191 5.17257 -0.22817  0.523
56 H -1.87611 1.17466 -3.02140  0.100
57 C 1.76320 0.93426 -3.08633  -1.905
58 H 6.52006 -2.01559 4.49606  0.395
59 C -3.33936 -4.54788 -1.39253  -0.837
60 C 4.96992 2.60558 2.79817  -0.146
61 H 3.87661 2.46433 0.21113  0.585
62 C 4.64221 0.30280 -2.08406  -0.256
63 C -4.14086 -2.12673 -3.32114  0.483
64 C 5.34865 3.86478 3.12268  -0.416
65 C 1.06288 0.10206 -2.22926  -0.547
66 C 3.76848 0.38165 0.57862  0.621
67 C -2.68860 2.97819 -0.25249  0.712
68 H 4.73232 5.86086 3.72595  0.395
69 H -5.02842 2.49151 4.63896  0.439
70 C -0.03692 -3.04036 -3.18365  -0.092
71 H 3.76922 -1.76428 0.51123  0.443
72 H 2.59767 -2.53159 6.13542  0.502
73 H 2.23096 -2.12440 -5.55780  0.411
74 H 1.72738 3.63285 -1.15741  0.603
75 F -1.27500 -1.14067 4.05248  -0.679
76 H -3.26894 -2.46281 -5.30602  0.324
77 C 1.30994 -2.15758 -4.99198  -0.523
78 C -5.35489 -2.08157 -2.65133  -0.258
79 H 2.34603 5.24838 3.72444  0.410
80 H 5.72520 1.85143 2.54993  0.240
81 C -0.89772 -1.21352 -4.50662  -0.353
82 C -4.31488 3.62224 1.54050  -1.110
83 C -2.43353 -3.50575 -1.10579  0.559
84 O 3.49606 4.32882 -3.03671  -0.698
85 C 0.58652 0.52849 -0.97994  0.283
86 C 4.41629 -0.83391 -1.38150  -0.802
87 H -4.10579 -6.53254 -0.76256  0.315
88 F -1.61210 -2.88234 6.75366  -0.375
89 H -5.27387 -2.62555 -6.52074  0.300
90 C 3.28743 -2.12627 5.42183  -0.599
91 H -1.58568 0.25365 2.49230  -0.106
92 H 4.82551 0.29886 -3.17440  0.389
93 C 3.60264 -0.76449 3.42542  0.306
94 H -5.38398 -2.07647 -1.58587  0.565
95 O 1.19399 0.51445 2.20558  -0.398
96 O 3.93047 2.35447 -4.40829  -0.650
97 C 1.96308 2.24182 -2.71249  0.501
98 H 4.66503 2.45803 -1.98423  0.939
99 F -1.79514 -3.34903 4.53215  -0.367
100 H -1.30701 -4.65711 1.85866  0.493
101 C -2.70141 -5.69942 0.65411  -0.611
102 S 2.95950 3.25785 -3.85331  1.388
103 C -2.86326 1.79083 2.05850  0.412
104 C -1.80675 4.37490 -2.02747  -0.820
105 C -5.30585 -2.42912 -5.40334  -0.624
106 F -1.09501 -0.70259 6.27906  -0.397
107 H 1.59175 3.06686 3.12644  0.390
108 C 4.12130 1.55602 -0.16033  -1.042
109 Sn -2.60015 -0.22680 -0.26531  0.465
110 Si -2.52191 -2.04056 -2.31327  0.281
111 H -4.59976 4.38024 0.83969  0.498
112 C -1.66188 3.25069 -2.80273  -0.108
113 C -2.49810 1.80321 -1.05919  0.259
114 C 1.11689 -3.10191 -3.99466  -0.691
115 H 0.14586 -0.17342 0.78934  -0.751
116 H -5.72454 4.25022 2.96402  0.368
117 C -4.55148 2.55819 3.66823  -0.805

Atoms 1-2, force components in eV/Å:
N -0.12 1.01 0.08
H -0.36 -0.24 -0.33

Calculated values
2S+1: 2
Total energy, Eh: -6574.408378
E_HOMO (alpha / beta), eV: -5.78 / -6.27
HOMO-LUMO gap (alpha / beta), eV: 7.47 / 6.10
M, g/mol: 1185.7
LUMO level (alpha / beta), eV: 1.695 / -0.170
Charge: -1

- What is the M in the first record?
  1269.0 g/mol

- Which of these has the highest 2S+1?
  C54H46AsF6N2O4PSSiSn

- Which formula does entry 1 have?
  C54H46AsBrF3IN8O2Zr